Entry from the OMol25 dataset: a 2-piece molecular cluster, C30H29F2N3O2S overall at a distorted geometry (ωB97M-V with the def2-TZVPD basis set).

Calculated values
Energy above the lowest of the compared OMol25 structures with the same formula, charge and spin = 19.1 kcal per mole
HOMO = -6.25 eV
Molecular weight = 533.6 g mol⁻¹
SMILES = Cc1cc(C)c(N2C=CN3c4c(C)cc(C)cc4C[C@H]23)c(C)c1.O=C1c2ccccc2C(=O)N1SC(F)F
HOMO-LUMO gap = 5.493 eV

Each line ends with the Löwdin charge.
Cartesian coordinates (Å):
C (-3.64429, 7.98315, 0.60334)  -0.06
C (-3.60506, 6.58026, 1.12833)  -0.27
C (-2.77147, 5.63013, 0.53145)  -0.01
C (-2.85207, 4.27662, 0.86637)  -0.19
C (-2.09098, 3.30987, 0.02090)  -0.04
C (-3.71968, 3.87945, 1.90005)  -0.13
N (-4.10328, 2.50214, 2.05706)  -0.02
C (-3.21855, 1.39458, 2.42449)  -0.27
N (-3.96552, 0.24543, 1.99068)  0.01
C (-3.77362, -0.83750, 2.84855)  -0.15
C (-3.05971, -0.42731, 3.96976)  -0.15
C (-2.88534, 1.06156, 3.91458)  -0.04
C (-2.61887, -1.40045, 4.86786)  0.02
C (-2.91302, -2.75614, 4.61964)  -0.28
C (-2.41357, -3.85818, 5.51119)  -0.06
C (-3.64664, -3.11516, 3.48128)  -0.01
C (-4.07633, -2.16060, 2.55620)  -0.22
C (-4.73227, -2.52136, 1.27356)  -0.05
C (-5.09547, 0.63306, 1.32530)  -0.06
C (-5.16383, 1.98651, 1.32559)  -0.06
C (-4.48574, 4.84030, 2.58671)  -0.20
C (-5.41098, 4.40968, 3.67891)  -0.04
C (-4.44224, 6.17062, 2.17525)  0.00
H (-4.22351, 8.61751, 1.28068)  0.07
H (-2.64359, 8.41390, 0.49311)  0.08
H (-4.11827, 8.02279, -0.38528)  0.09
H (-2.09847, 5.92818, -0.27131)  0.12
H (-1.28122, 2.82160, 0.57718)  0.01
H (-2.72599, 2.54873, -0.44781)  0.10
H (-1.59923, 3.87014, -0.78192)  0.08
H (-1.86223, 1.34958, 4.15315)  0.07
H (-2.32227, 1.56146, 1.81915)  -0.01
H (-3.57131, 1.62310, 4.57230)  0.13
H (-2.03321, -1.11939, 5.74919)  0.12
H (-2.98502, -4.77426, 5.32030)  0.07
H (-1.35553, -4.09307, 5.32656)  0.07
H (-2.51503, -3.60467, 6.57163)  0.08
H (-3.84471, -4.17438, 3.27302)  0.12
H (-4.77735, -3.61460, 1.20407)  0.08
H (-5.75526, -2.13019, 1.22252)  0.07
H (-4.15821, -2.14255, 0.41839)  0.09
H (-5.81014, -0.07324, 0.93204)  0.10
H (-5.91930, 2.61662, 0.87199)  0.12
H (-5.72057, 5.28879, 4.24687)  0.08
H (-6.32279, 3.94527, 3.28523)  0.08
H (-4.94941, 3.70069, 4.37247)  0.07
H (-5.10696, 6.90335, 2.64743)  0.12
F (0.94355, 3.08956, 2.22774)  -0.01
C (0.52547, 1.98360, 2.95953)  -0.56
F (-0.17026, 2.49434, 4.06673)  -0.03
S (-0.47858, 0.94758, 1.92880)  1.19
N (0.24393, -0.87366, 2.22823)  -0.06
C (-0.48666, -1.91181, 1.68404)  -0.40
O (-1.49842, -1.77749, 0.99733)  0.10
C (0.22026, -3.15716, 2.12322)  -0.09
C (1.37759, -2.78070, 2.78700)  -0.09
C (2.23656, -3.72057, 3.33185)  0.01
C (1.88334, -5.07234, 3.22176)  -0.05
C (0.68124, -5.45326, 2.58937)  -0.05
C (-0.16434, -4.48834, 2.02114)  0.01
C (1.38956, -1.29035, 2.88863)  -0.37
O (2.20705, -0.57631, 3.45925)  0.08
H (1.39197, 1.42977, 3.32826)  0.10
H (3.15214, -3.38140, 3.82004)  0.13
H (2.53748, -5.84502, 3.62963)  0.11
H (0.40992, -6.50844, 2.54352)  0.11
H (-1.10448, -4.73416, 1.52178)  0.13

Force components x, y, z for each atom (eV/Å):
-0.1 0.3 0.1
0.0 -0.5 0.2
-0.4 0.0 0.3
-0.3 0.4 0.2
0.5 0.0 -0.3
-0.4 0.0 -0.6
0.3 0.7 1.0
-0.9 1.1 0.3
0.9 -1.0 -0.1
0.2 0.0 -0.2
-0.2 -1.0 0.3
0.4 0.9 -0.1
-0.1 0.1 -0.2
-0.1 0.1 -0.3
0.1 -0.2 0.2
0.1 0.3 0.0
0.2 0.1 0.6
-0.2 -0.5 -0.2
-1.5 1.4 -0.8
-0.7 -1.3 -0.2
0.3 -0.3 -0.4
-0.4 0.2 0.3
0.3 0.2 -0.3
0.1 0.0 -0.2
-0.1 -0.1 0.1
0.0 0.0 0.2
-0.1 0.0 0.1
-0.2 0.1 -0.2
0.1 0.0 0.3
-0.1 -0.2 0.1
-0.4 0.0 0.2
-0.5 0.0 0.3
0.2 -0.3 -0.1
-0.2 -0.1 -0.2
0.1 0.2 0.1
-0.2 0.1 0.0
0.0 0.0 -0.1
0.1 0.4 0.1
-0.1 0.2 -0.2
0.2 -0.2 -0.1
-0.1 0.0 0.2
0.2 0.2 0.0
0.2 0.0 0.1
0.0 -0.1 0.1
0.2 0.0 0.0
0.0 0.1 -0.2
0.3 -0.3 -0.1
-0.5 -0.9 0.6
0.9 1.1 0.9
0.7 -0.3 -1.3
1.9 -3.8 -0.2
-0.1 2.9 -0.1
-2.0 0.0 -1.1
1.8 -0.3 1.1
-0.1 -0.4 0.1
-0.2 -0.4 0.2
0.1 0.0 0.0
-0.4 0.1 -0.3
0.2 0.4 0.1
0.1 0.2 0.0
1.1 0.9 0.6
-1.0 -0.8 -0.8
-0.1 0.1 0.0
-0.3 -0.3 -0.1
-0.2 0.3 -0.1
0.1 0.3 0.0
0.3 -0.1 0.2



Entry from the OMol25 dataset: a single C4H5NO2 molecule at a distorted geometry (ωB97M-V with the def2-TZVPD basis set).

Calculated values
Energy above the lowest of the compared OMol25 structures with the same formula, charge and spin = 73.2 kcal per mole
HOMO (spin up / spin down) = -9.22 / -9.22 eV
Molecular weight = 99.1 g mol⁻¹
HOMO-LUMO gap (spin up / spin down) = 8.992 / 8.990 eV

Each line ends with the Löwdin charge.
Cartesian coordinates (Å):
C (1.55043, 0.12273, -0.06346)  -0.59
C (-0.69364, 0.96293, 0.24581)  -0.20
C (-1.02839, -0.29726, -0.58814)  -0.14
C (0.82887, -1.11554, 0.36120)  0.06
N (0.68788, 0.94840, 0.52988)  0.13
O (2.67645, 0.25745, -0.44971)  0.09
O (-0.45805, -1.33106, 0.17559)  -0.02
H (-0.94266, 1.86629, -0.32100)  0.13
H (-1.25680, 0.97384, 1.18785)  0.12
H (-2.09067, -0.49393, -0.71447)  0.13
H (-0.51925, -0.21776, -1.55606)  0.14
H (1.24583, -1.67609, 1.19249)  0.15

Force components x, y, z for each atom (eV/Å):
-0.9 -0.2 -0.4
-0.4 -0.5 -0.3
-0.4 1.1 -0.1
-0.5 0.9 0.8
0.8 0.3 0.7
0.7 -0.1 -0.2
0.8 -0.9 -0.1
-0.1 -0.1 0.0
-0.1 0.1 -0.2
0.1 -0.1 0.0
-0.1 -0.1 0.1
0.0 -0.3 -0.2



Entry from the OMol25 dataset: C19H24NSSn as an isolated structure at a distorted geometry (ωB97M-V with the def2-TZVPD basis set).

Calculated values
Charge = +1
HOMO (spin up / spin down) = -10.53 / -10.69 eV
Molecular weight = 417.2 g mol⁻¹
HOMO-LUMO gap (spin up / spin down) = 6.243 / 5.373 eV

Each line ends with the Löwdin charge.
Cartesian coordinates (Å):
C (-0.28332, 0.41558, -3.34992)  -0.43
C (0.25025, 1.81001, -3.56933)  -0.10
C (0.50073, -0.60643, -4.14869)  -0.07
C (-1.75633, 0.37314, -3.69361)  -0.10
H (0.36714, -0.37510, -5.22436)  0.11
H (0.15663, -1.63483, -4.01373)  0.08
H (1.57722, -0.57407, -3.96229)  0.07
H (0.12036, 2.06709, -4.63605)  0.11
H (1.31884, 1.91830, -3.36588)  0.07
H (-0.30067, 2.56822, -3.00212)  0.10
H (-1.88576, 0.63276, -4.75986)  0.11
H (-2.33318, 1.11109, -3.12699)  0.09
H (-2.22239, -0.60685, -3.57249)  0.08
C (2.13260, 0.04914, 1.06210)  -0.16
C (2.53990, -0.70940, -0.07021)  -0.14
C (2.31194, 0.08931, -1.24264)  -0.23
H (3.02944, -1.68279, -0.05029)  0.12
C (1.83550, 1.38504, -0.80485)  -0.24
C (1.73712, 1.33986, 0.62041)  -0.25
H (1.54269, 2.20688, 1.26035)  0.09
H (2.22992, -0.25106, 2.10655)  0.11
H (2.56009, -0.18771, -2.26575)  0.10
H (1.64725, 2.24797, -1.43652)  0.10
C (-2.15850, -0.92355, 0.47236)  -0.25
C (-1.27360, -1.96807, 0.86128)  -0.16
C (-0.73892, -2.57476, -0.30579)  -0.14
H (-1.14167, -2.32003, 1.88397)  0.11
C (-1.25969, -1.87707, -1.44384)  -0.25
C (-2.17222, -0.85901, -0.95353)  -0.25
H (-2.80678, -0.21934, -1.55291)  0.10
H (-2.84398, -0.37845, 1.11422)  0.08
H (-0.12996, -3.47842, -0.34953)  0.12
H (-1.08710, -2.13003, -2.48669)  0.09
Sn (0.02561, -0.12110, -0.61060)  1.47
S (-1.06136, 1.55547, 1.88610)  0.69
C (-0.52832, 0.96655, 3.37375)  -0.71
N (-1.17306, -0.10870, 3.96170)  0.07
C (-0.76786, -0.66592, 5.14266)  -0.04
C (0.36564, -0.18878, 5.76357)  -0.05
C (0.96612, 0.98148, 5.27864)  -0.03
C (0.50499, 1.56676, 4.11285)  -0.08
H (-1.94078, -0.53457, 3.44753)  0.14
H (-1.36927, -1.49436, 5.51741)  0.14
H (0.77100, -0.70509, 6.62286)  0.11
H (1.80392, 1.42767, 5.81072)  0.12
H (0.93980, 2.46315, 3.69948)  0.11

Force components x, y, z for each atom (eV/Å):
-0.2 0.5 -2.0
0.2 0.3 0.3
0.2 -0.2 0.2
-0.3 0.0 0.3
0.0 0.0 0.4
0.0 0.1 0.0
-0.2 0.0 0.0
0.0 -0.2 0.2
-0.2 -0.1 -0.1
0.1 -0.1 0.0
0.2 0.0 0.3
0.1 -0.1 -0.1
0.1 0.1 0.0
0.5 0.4 -0.3
-0.2 0.6 -0.4
0.8 -0.1 0.4
-0.5 0.2 -0.1
0.7 0.0 0.6
1.1 0.3 -0.2
-0.2 -0.6 -0.5
-0.2 0.0 -0.4
-0.1 0.1 0.4
0.1 -0.3 0.3
-0.7 -1.3 -0.7
-0.6 0.0 -0.1
-0.4 0.2 -0.3
0.2 0.2 -0.4
-0.7 -0.8 0.4
-0.5 -0.9 0.7
0.2 -0.2 0.2
0.5 0.0 -0.2
0.0 0.5 0.0
0.0 0.0 0.4
0.2 0.6 0.1
-0.4 0.4 0.2
-0.9 -0.2 -0.1
0.7 0.2 0.4
0.5 0.1 -0.3
-0.7 -0.4 0.1
0.0 0.4 -0.7
0.4 -0.5 0.7
0.1 0.3 0.2
0.3 0.2 -0.2
-0.2 0.1 0.1
-0.2 -0.1 -0.1
0.1 0.0 0.1



Entry from the OMol25 dataset: a single C11H10N2S molecule at a distorted geometry (ωB97M-V with the def2-TZVPD basis set).

Calculated values
Energy above the lowest of the compared OMol25 structures with the same formula, charge and spin = 56.6 kcal per mole
HOMO = -7.86 eV
Molecular weight = 202.3 g mol⁻¹
SMILES = Sc1ccccc1/N=C\n1cccc1
HOMO-LUMO gap = 7.964 eV

Each line ends with the Löwdin charge.
Cartesian coordinates (Å):
C (-1.77355, 0.66984, 1.85819)  -0.03
C (-2.44428, -0.44564, 2.42465)  -0.09
C (2.75437, 2.24495, -1.33728)  -0.09
C (2.83563, 1.55880, -0.13264)  -0.11
C (-1.03823, 0.41755, 0.66879)  -0.01
C (-2.32794, -1.68514, 1.91320)  -0.12
C (1.84074, 1.55930, -2.10666)  -0.12
C (1.93392, 0.52682, -0.18409)  -0.11
C (-0.97000, -0.83512, 0.05438)  -0.30
C (-1.72303, -1.88678, 0.64562)  -0.61
C (0.41561, -0.43862, -1.82622)  -0.10
N (1.42421, 0.50013, -1.43713)  -0.09
N (-0.38698, -1.08965, -1.15019)  0.07
S (-1.61622, -3.41821, 0.02228)  0.88
H (-1.95622, 1.56306, 2.33453)  0.07
H (-3.04609, -0.31828, 3.30564)  0.10
H (3.54993, 3.02809, -1.33328)  0.12
H (3.51613, 1.74997, 0.70747)  0.11
H (-0.83871, 1.29201, 0.19910)  0.08
H (-2.98599, -2.40734, 2.14903)  0.06
H (1.51699, 1.61360, -3.17629)  0.14
H (1.88293, -0.38460, 0.40892)  0.13
H (0.44160, -0.75629, -2.88534)  0.14
H (-1.00480, -3.05846, -1.12268)  -0.11

Force components x, y, z for each atom (eV/Å):
0.0 -4.4 -1.4
1.0 1.9 0.7
1.5 1.1 0.3
-0.5 -1.2 1.9
-2.3 -0.6 2.6
1.0 1.1 -3.5
0.8 2.0 -3.7
1.5 -1.3 1.2
-0.9 0.0 2.1
1.7 2.6 1.7
1.8 0.2 -2.0
-2.5 -1.8 1.4
-1.3 -0.1 -0.2
-0.2 -2.9 -1.1
0.1 2.2 0.4
-0.2 0.2 0.3
-1.4 -0.2 -1.5
-0.5 0.0 -0.6
1.7 2.3 -1.8
-1.9 -2.7 1.6
0.5 0.5 1.2
-0.3 0.5 0.1
0.5 0.6 0.3
-0.1 -0.1 0.1